1.
DFT (the ωB97M-V functional and the def2-TZVPD basis) results for a structure of composition C17H34BrMgNSe3Si2Te2.

```
61
Properties=species:S:1:pos:R:3:mulliken_charge:R:1
Mg -0.84 -0.68 0.40 0.6498
Se -1.56 -1.58 4.35 -0.7099
Te -2.69 -1.77 2.15 -0.1171
Te -2.06 -4.42 1.88 -0.2083
Se -2.45 -4.85 -0.54 -0.6922
Br -0.70 -1.04 -6.49 -0.2157
C -0.93 -1.01 -4.60 0.2730
C -0.96 -2.19 -3.90 -0.6119
C -1.15 -2.11 -2.52 0.1035
N -1.29 -0.95 -1.88 0.1345
C -1.25 0.18 -2.58 0.1463
C -1.07 0.21 -3.96 -0.7025
H -0.84 -3.15 -4.38 0.4672
H -1.21 -3.02 -1.92 -0.1720
H -1.37 1.11 -2.02 0.0652
H -1.06 1.14 -4.50 0.4538
C -4.57 3.54 -1.43 -1.0093
Si -3.72 3.52 0.26 0.2622
C -5.01 2.98 1.51 -0.9959
C -3.24 5.30 0.66 -1.0034
Se -1.93 2.22 0.24 -0.2719
H -5.37 4.29 -1.48 0.3240
H -5.01 2.56 -1.64 0.2424
H -3.84 3.76 -2.22 0.2489
H -5.81 3.73 1.62 0.3107
H -4.55 2.83 2.49 0.2763
H -5.46 2.03 1.21 0.2653
H -4.11 5.97 0.64 0.3381
H -2.50 5.66 -0.05 0.2429
H -2.79 5.35 1.66 0.2622
C 2.15 -0.53 -1.43 -1.4030
Si 1.68 -0.82 0.41 0.2790
C 2.34 -2.59 0.82 2.2605
C 1.70 -3.55 -0.19 -1.6068
C 3.86 -2.72 0.72 -1.9729
C 1.89 -3.01 2.23 -1.5306
C 2.57 0.61 1.36 2.1493
C 2.35 0.47 2.88 -1.8615
C 1.91 1.93 0.91 -1.8539
C 4.07 0.72 1.07 -1.8381
H 3.23 -0.59 -1.65 0.4257
H 1.80 0.46 -1.75 0.2687
H 1.65 -1.27 -2.07 0.2478
H 2.04 -3.35 -1.21 0.3116
H 0.60 -3.50 -0.18 0.0400
H 1.96 -4.59 0.05 0.5237
H 4.24 -2.34 -0.23 0.3098
H 4.15 -3.78 0.80 0.4668
H 4.36 -2.18 1.53 0.3331
H 0.81 -2.92 2.36 0.1352
H 2.36 -2.40 3.01 0.2480
H 2.16 -4.06 2.41 0.4676
H 1.30 0.28 3.12 0.3128
H 2.66 1.38 3.40 0.4866
H 2.93 -0.36 3.28 0.3210
H 0.83 1.94 1.11 0.2207
H 2.05 2.10 -0.16 0.2853
H 2.35 2.78 1.45 0.5216
H 4.62 -0.15 1.42 0.2797
H 4.49 1.61 1.57 0.5002
H 4.25 0.83 0.00 0.3160
```

Properties
Charge   -2
Gap between HOMO and LUMO   4.53 eV
Calculated total energy   -11816.5771 Eh

***

2.
DFT (the ωB97M-V functional and the def2-TZVPD basis) results for a cluster of 40 separate species, H80O40 in total in a non-equilibrium geometry.

```
120
Properties=species:S:1:pos:R:3:mulliken_charge:R:1
H -2.02 -5.30 3.32 0.3083
H -2.68 -4.22 3.87 0.2995
O -1.75 -4.50 3.75 -0.6132
H -1.49 4.19 -4.73 0.3675
H -0.12 3.67 -5.12 0.3112
O -0.52 4.45 -4.69 -0.6861
H -2.13 1.95 3.32 0.2231
H -2.91 1.21 4.41 0.2947
O -2.87 2.04 3.91 -0.6193
H -0.62 -1.32 -1.26 -0.0037
H -1.50 -0.73 -2.23 0.1808
O -1.57 -1.29 -1.42 -0.3173
H 4.48 -4.65 2.17 0.2665
H 3.95 -3.39 2.85 0.3321
O 4.56 -3.71 2.11 -0.5830
H -2.96 0.61 -2.57 0.1412
O -3.18 1.07 -3.39 -0.4552
H -3.04 3.33 -4.89 0.3383
O -2.89 3.52 -3.94 -0.7424
H 1.24 -4.31 -2.48 0.4599
H 2.52 -4.25 -3.39 0.4085
O 1.57 -4.51 -3.39 -0.5003
H 2.32 -1.62 3.79 0.2492
H 3.61 -0.89 3.79 0.3454
O 2.65 -0.72 3.85 -0.5945
H -1.88 -4.61 1.39 0.3049
H -0.96 -5.88 1.00 0.3309
O -1.85 -5.49 1.03 -0.6432
H -2.13 3.46 0.51 -0.0658
H -0.83 2.90 0.13 -0.0447
O -1.72 2.60 0.32 -0.0595
H -0.08 3.08 1.52 0.1491
O 0.13 2.30 2.01 -0.0792
H -4.10 -2.00 -2.37 0.2796
H -2.69 -2.15 -3.07 0.2022
O -3.65 -1.99 -3.18 -0.4870
H -2.86 -1.67 3.77 0.3565
H -4.34 -2.12 4.07 0.2742
O -3.46 -2.43 3.94 -0.6321
H -0.10 -2.37 5.18 0.2588
H -0.76 -3.14 3.82 0.3464
O 0.04 -2.79 4.32 -0.5819
H -0.46 6.30 1.22 0.2902
H -0.11 5.63 -0.01 0.2300
O -0.86 6.08 0.36 -0.6111
H 4.59 0.82 2.93 0.1491
H 4.66 2.15 3.76 0.3392
O 4.58 1.78 2.88 -0.7267
H 4.27 0.94 1.23 0.5423
H 3.53 0.60 0.04 0.2082
O 4.35 0.43 0.45 -0.5225
H -0.61 0.78 -1.02 -0.2305
O 0.20 0.90 -0.49 1.1679
H -0.46 2.36 4.53 0.2829
H 0.98 2.15 4.15 0.3362
O 0.37 2.00 4.91 -0.6693
H -3.76 5.66 -0.13 0.3229
O -4.35 5.21 0.45 -0.6115
H -4.95 3.34 -1.67 0.3133
H -4.87 2.43 -2.72 0.2531
O -4.90 2.38 -1.74 -0.5260
H -1.41 4.43 3.55 0.3131
H -2.54 5.04 2.82 0.2871
O -1.64 5.20 3.00 -0.5655
H -0.12 -1.31 2.61 0.3410
H -0.44 -1.04 1.09 0.0715
O 0.16 -1.54 1.71 -0.3381
H 0.67 -3.05 -4.33 0.4131
H 2.16 -2.77 -4.93 0.3206
O 1.32 -2.42 -4.64 -0.2419
H 2.32 -2.94 1.80 0.3793
H 1.31 -3.71 2.63 0.2129
O 2.21 -3.37 2.65 -0.7020
H 4.67 -1.22 -3.29 0.3242
H 4.58 -2.46 -3.96 0.2797
O 4.74 -1.53 -4.18 -0.6131
H -0.42 -3.70 -0.75 0.2501
H 0.96 -3.01 -0.97 0.4539
O 0.39 -3.67 -1.30 -0.7118
H 2.04 -5.21 1.08 0.2172
H 1.69 -6.32 0.24 0.3034
O 1.20 -5.70 0.82 -0.5297
H 2.11 2.34 -1.71 0.2096
H 3.50 2.37 -2.06 0.3383
O 2.92 1.87 -1.45 -0.5404
H 5.52 -3.03 -0.45 0.2717
H 4.18 -2.25 -0.30 0.4397
O 4.70 -2.80 -0.90 -0.5902
H 2.72 0.44 5.08 0.3328
O 3.05 1.34 5.43 -0.5722
H -0.76 4.91 -2.80 0.3011
H -0.55 5.91 -1.55 0.3802
O -0.20 5.29 -2.13 -0.5748
H 0.86 0.25 -0.82 -0.3014
H -3.82 0.42 -3.70 0.3645
H -3.89 4.58 0.97 0.2535
H -2.28 3.00 -3.45 0.2573
H 0.31 1.71 1.25 0.0149
H 3.50 0.87 6.11 0.3005
O 5.24 1.67 -2.26 -0.5430
H 5.46 1.53 -3.17 0.2741
H 5.75 2.32 -1.77 0.2786
O -4.27 0.05 0.25 -0.5835
H -3.80 0.76 -0.17 0.2368
H -5.06 0.34 0.69 0.2549
O -5.13 -0.66 -4.52 -0.6904
H -5.36 -0.39 -3.61 0.3397
H -4.76 -1.56 -4.67 0.3468
O 2.36 -1.64 0.15 -0.1352
H 2.97 -1.00 0.52 0.2321
H 1.70 -1.72 0.88 -0.0255
O -2.39 -0.12 2.60 -0.3300
H -1.56 0.10 2.14 -0.3148
H -2.88 -0.47 1.86 0.4723
O 1.50 0.55 -2.91 -0.4576
H 1.32 0.04 -3.72 0.1519
H 2.15 0.22 -2.30 0.1989
O -1.03 0.36 -4.48 -0.4748
H -1.20 0.03 -5.34 0.2568
H -1.91 0.85 -4.36 0.3036
```

Properties
2S+1   2
Expectation value of S²   0.758
Charge   +1
Gap between HOMO and LUMO (spin up / spin down)   8.44 / 1.92 eV
Energy above the lowest of the compared OMol25 structures with the same formula, charge and spin   732.5 kJ/mol
Calculated total energy   -3057.0233 Eh

***

3.
DFT (the ωB97M-V functional and the def2-TZVPD basis) results for a cluster of 10 separate species, C20H40Cl20 in total in a non-equilibrium geometry.

```
80
Properties=species:S:1:pos:R:3:mulliken_charge:R:1
Cl 1.03 -4.45 2.28 -0.1900
C -0.27 -4.95 1.10 0.0449
C -0.23 -6.47 0.84 -0.5522
Cl -1.66 -6.83 -0.34 -0.1902
H -0.02 -4.45 0.17 -0.1757
H -1.27 -4.62 1.41 0.3413
H -0.22 -7.13 1.70 0.4143
H 0.73 -6.70 0.39 0.3268
Cl -3.55 4.55 -0.56 -0.1587
C -2.41 4.64 -1.86 -0.5687
C -1.27 3.66 -1.77 0.6655
Cl -2.02 2.00 -1.82 -0.1110
H -1.98 5.64 -1.95 0.3759
H -2.99 4.54 -2.77 0.3483
H -0.67 3.66 -0.86 -0.6511
H -0.60 3.84 -2.61 0.1649
Cl 4.29 0.39 -1.65 0.0602
C 5.54 1.67 -1.31 -0.4793
C 5.38 1.98 0.20 -0.1136
Cl 6.59 3.23 0.65 -0.1543
H 5.36 2.49 -2.00 0.3379
H 6.49 1.15 -1.40 0.3777
H 5.52 1.09 0.82 0.3872
H 4.43 2.38 0.55 -0.0838
Cl -1.70 -1.90 3.63 -0.1519
C -1.93 -3.25 4.81 -0.4563
C -1.13 -3.01 6.08 -0.4511
Cl -1.84 -1.64 7.01 -0.1684
H -1.53 -4.07 4.22 0.1610
H -2.98 -3.43 5.05 0.3826
H -0.09 -2.80 5.82 0.2977
H -1.21 -3.93 6.66 0.3664
Cl 1.43 -1.89 -0.11 -0.1684
C 0.06 -0.91 0.57 -0.1174
C 0.25 0.60 0.17 0.1266
Cl 1.68 1.29 0.91 0.1720
H -0.08 -1.09 1.63 0.2107
H -0.82 -1.32 0.09 0.1080
H -0.60 1.20 0.48 0.2461
H 0.35 0.62 -0.92 -0.1239
Cl 2.76 6.62 2.57 -0.1752
C 1.10 5.99 2.15 -0.6357
C 1.08 4.57 1.45 0.0428
Cl 1.99 4.55 -0.09 -0.1154
H 0.52 6.69 1.55 0.3833
H 0.65 5.99 3.14 0.3270
H 0.08 4.22 1.20 0.0427
H 1.56 3.81 2.07 0.2639
Cl -1.07 2.29 3.22 -0.0685
C -2.12 1.57 4.47 -0.1871
C -2.03 2.43 5.82 -0.4821
Cl -0.39 2.24 6.57 -0.1829
H -1.99 0.50 4.60 -0.1442
H -3.10 1.64 4.00 0.3616
H -2.78 2.18 6.57 0.3593
H -2.18 3.45 5.49 0.3634
Cl -5.75 -2.33 -1.10 -0.1810
C -4.72 -2.70 -2.54 -0.4492
C -3.21 -2.40 -2.35 -0.4686
Cl -2.49 -3.60 -1.20 -0.0970
H -5.07 -1.93 -3.23 0.3255
H -4.89 -3.72 -2.89 0.3617
H -3.10 -1.44 -1.85 0.1764
H -2.58 -2.40 -3.24 0.3349
Cl 0.17 3.04 -6.98 -0.1982
C 0.11 2.12 -5.40 -0.1264
C 1.41 1.33 -5.25 -0.5540
Cl 1.42 0.88 -3.55 0.0074
H -0.75 1.46 -5.48 0.3171
H 0.05 2.89 -4.64 -0.0767
H 2.30 1.95 -5.30 0.2860
H 1.37 0.56 -6.02 0.3316
Cl 2.86 -2.20 -4.92 -0.1815
C 1.76 -2.77 -3.69 0.2599
C 2.06 -4.19 -3.29 -0.3114
Cl 2.00 -5.33 -4.70 -0.1886
H 0.74 -2.72 -4.06 0.2356
H 1.84 -2.07 -2.86 -0.2609
H 1.29 -4.57 -2.61 0.1052
H 3.06 -4.34 -2.90 0.3496
```

Properties
2S+1   2
Expectation value of S²   0.754
Charge   +1
Gap between HOMO and LUMO (spin up / spin down)   10.42 / 2.73 eV
Energy above the lowest of the compared OMol25 structures with the same formula, charge and spin   32.4 kJ/mol
Calculated total energy   -9989.5122 Eh